Molecular formula: C46H39N3OOsPS5Sb2
Method: DFT, wB97M-V/def2-TZVPD

Positions of all 98 atoms, in Å:
C (-1.153300, 3.303300, 1.346900)
P (-0.770600, 1.561800, 1.759800)
C (-2.798800, 2.749100, -1.807100)
C (-0.730000, -3.367600, -0.441200)
N (-0.980700, 1.370900, -2.492500)
C (-0.086800, -1.053400, -7.951100)
C (2.613000, -0.312500, -3.512400)
H (-1.484200, -0.647500, -9.521200)
C (2.823800, -4.590600, -4.251200)
S (2.694400, -3.167500, 0.111700)
C (-4.450800, -2.498700, -3.171800)
C (-2.698000, -3.618300, 0.908400)
C (0.113800, -1.090400, -6.583300)
H (2.634100, 0.349900, -1.456600)
H (-0.316200, 3.703300, 0.770400)
C (-2.342600, 2.353400, -4.143900)
C (2.619300, -3.727900, -3.185900)
C (1.817300, 2.252300, 4.880900)
C (-0.917100, -0.747200, -5.724800)
H (-2.891000, -1.095700, 5.333400)
C (-1.825000, -2.808500, 0.200900)
H (2.616300, -1.254800, -4.070900)
C (-2.551300, -1.070000, -2.840900)
C (2.706000, -0.583800, -2.029200)
H (-4.952300, -3.250700, -3.760500)
C (-3.204600, -2.051100, -3.573900)
C (-1.371700, -5.537400, 0.334500)
C (3.964000, -1.936400, 3.975000)
H (-0.315600, 2.283700, 4.665200)
H (3.829500, -4.839000, -4.549500)
H (1.321000, 1.401900, -3.249800)
H (1.911600, 1.284800, 1.146600)
H (-2.070000, 3.374100, 0.761000)
N (-2.648800, 2.545600, -5.232400)
C (-3.047500, -0.505700, 4.442500)
H (-2.958100, -0.116500, -5.555700)
H (-1.180700, -6.598400, 0.399800)
C (-5.036000, -1.990600, -2.023100)
C (1.883900, -1.751600, 2.382000)
H (-4.810000, -0.626700, -0.379000)
C (3.083200, 1.726000, 2.902500)
H (0.367100, -5.162900, -0.875800)
H (-0.762000, -3.742300, -3.139400)
H (-3.122400, -5.610500, 1.557900)
H (-2.000300, -1.729000, 0.191500)
H (1.400200, 0.801300, -4.930300)
C (-1.321900, -0.680700, -8.455100)
H (-3.312000, -0.042300, -7.978800)
C (-3.126900, -0.573400, -1.687000)
C (-2.166400, 0.916800, 2.718200)
H (3.634000, -1.099600, -1.773000)
H (-2.736200, -2.452600, -4.467200)
O (-0.622200, 1.275700, -1.237500)
Sb (-0.460800, -0.757200, -3.640000)
C (0.456800, -4.806700, -4.537700)
C (-1.974900, 0.147100, 3.863300)
H (-2.636100, 0.164300, -1.058000)
C (0.675500, 1.761900, 2.834400)
H (-3.581400, 1.595800, 1.246800)
C (3.035500, 2.056500, 4.249300)
C (0.633100, 2.117400, 4.175800)
H (4.032100, 1.588300, 2.404400)
C (-4.306800, -0.414500, 3.870500)
H (-0.389100, -5.227600, -5.058300)
H (-5.134400, -0.947900, 4.313500)
S (4.996400, -1.834400, 5.235900)
Sb (0.973700, -1.980100, -1.222700)
C (1.745500, -5.126700, -4.931500)
H (3.508000, 0.240300, -3.825200)
C (-3.435800, 1.009300, 2.145200)
H (-5.997200, -2.355700, -1.695900)
C (1.399900, 0.515000, -3.878100)
H (1.787400, 2.510700, 5.928900)
H (0.713900, -1.311300, -8.628200)
C (-2.001800, 2.146000, -2.796400)
H (1.907000, -5.803000, -5.756100)
S (4.365800, -2.681700, 2.446200)
C (2.817300, -2.419800, 1.661600)
C (1.334600, -3.401200, -2.796500)
C (-2.350500, -0.341500, -7.592800)
H (-1.259400, 3.870100, 2.274700)
S (0.223000, -1.451400, 1.997500)
H (-5.485700, 0.418800, 2.287200)
H (-0.989800, 0.055600, 4.297300)
Os (-0.104200, -0.074700, 0.194800)
C (0.253000, -3.949000, -3.472000)
H (-3.539100, -3.171800, 1.419500)
H (3.953700, 2.162600, 4.805300)
C (-0.498400, -4.731800, -0.382500)
C (-4.374500, -1.028800, -1.282200)
C (-2.461900, -4.980800, 0.982300)
C (1.903300, 1.568000, 2.204900)
H (1.074400, -1.392600, -6.181500)
H (3.467900, -3.329900, -2.647400)
N (-3.442700, 3.137900, -0.938400)
C (-2.153700, -0.386500, -6.224000)
C (-4.501300, 0.347600, 2.727500)
S (2.344200, -1.295600, 4.015800)

Forces on atoms 1 to 6 (eV/Å):
-0.13 -0.37 -0.23
0.14 -0.01 0.80
-0.34 0.34 0.99
0.03 0.17 -0.09
-0.62 -0.18 0.28
0.11 -0.07 -0.10

Values from the calculation:
* ⟨S²⟩: 6.0421
* multiplicity: 5
* F_max: 0.0498 hartree/bohr
* lowest unoccupied orbital energy (spin up / spin down): -4.01 / -5.47 eV
* ΔE to the lowest compared entry with this formula, charge and spin: 3.5002 eV
* net charge: +1
* frontier orbital gap (spin up / spin down): 0.204 / 0.150 hartree

Results of the Mulliken charge analysis, in e, for atoms 1 through 4: C -1.289; P 1.057; C 0.039; C 1.315